(1)
{
  "formula": "C18H39AsINO5Re",
  "method": "ωB97M-V/def2-TZVPD",
  "total_charge": 2,
  "homo_ev": [-13.684, -13.301],
  "spin_multiplicity": 2,
  "e_lumo_ha": [-0.2152, -0.2160],
  "s_squared": 0.783,
  "species": ["Re", "C", "C", "O", "C", "C", "O", "C", "C", "O", "C", "C", "O", "H", "H", "H", "H", "H", "H", "H", "H", "H", "H", "H", "H", "H", "H", "H", "H", "N", "C", "O", "C", "I", "H", "H", "H", "H", "C", "As", "C", "C", "H", "H", "H", "H", "H", "H", "H", "H", "H", "C", "C", "C", "C", "C", "H", "H", "H", "H", "H", "H", "H", "H", "H", "H"],
  "positions_angstrom": [[0.130, 0.253, -0.787], [-0.627, 1.070, 2.551], [-1.080, 2.040, 1.473], [-0.171, 2.159, 0.348], [-0.501, 3.326, -0.429], [-0.022, 3.168, -1.853], [-0.537, 1.973, -2.459], [-1.935, 2.005, -2.798], [-2.564, 0.676, -2.442], [-2.257, 0.411, -1.076], [-2.861, -0.776, -0.553], [-2.460, -0.879, 0.901], [-1.035, -0.798, 0.944], [-1.415, 1.118, 3.306], [0.276, 1.460, 3.019], [-1.150, 3.026, 1.938], [-2.061, 1.784, 1.072], [-0.030, 4.202, 0.020], [-1.585, 3.465, -0.408], [1.063, 3.073, -1.892], [-0.320, 4.051, -2.423], [-2.038, 2.182, -3.870], [-2.434, 2.813, -2.262], [-2.161, -0.123, -3.073], [-3.646, 0.726, -2.587], [-2.494, -1.647, -1.106], [-3.948, -0.726, -0.645], [-2.795, -1.841, 1.285], [-2.917, -0.084, 1.492], [0.415, -1.115, -3.862], [0.322, -2.000, -2.873], [0.176, -1.653, -1.679], [0.414, -3.451, -3.202], [2.512, -3.915, -3.384], [0.434, -0.127, -3.651], [0.607, -1.405, -4.809], [-0.061, -3.706, -4.143], [0.029, -4.052, -2.388], [3.497, -1.071, -0.231], [2.556, 0.507, -0.844], [3.291, 1.921, 0.262], [3.389, 0.804, -2.573], [4.570, -0.888, -0.222], [3.278, -1.902, -0.900], [3.168, -1.331, 0.774], [4.371, 1.969, 0.124], [3.074, 1.707, 1.308], [2.856, 2.884, 0.004], [4.461, 0.928, -2.422], [2.998, 1.695, -3.063], [3.225, -0.063, -3.212], [0.463, -0.916, 4.447], [-0.489, -1.391, 3.341], [-1.902, -1.500, 3.931], [-0.029, -2.767, 2.845], [-0.349, -0.392, 2.170], [0.540, -1.691, 5.210], [0.100, -0.010, 4.934], [1.469, -0.728, 4.064], [-1.837, -2.007, 4.894], [-2.573, -2.090, 3.310], [-2.360, -0.526, 4.116], [-0.206, -3.520, 3.613], [1.039, -2.762, 2.617], [-0.568, -3.072, 1.947], [0.696, -0.468, 1.862]],
  "forces_ev_per_a": [[-2.512, 0.582, -0.818], [-0.042, -0.051, -0.246], [-0.035, 0.046, 0.232], [0.107, -0.446, -0.082], [-0.009, 0.020, -0.183], [0.070, 0.265, 0.113], [0.758, -0.620, 0.546], [-0.247, -0.154, -0.013], [0.170, 0.066, -0.174], [0.485, -0.070, 0.194], [-0.033, -0.198, 0.131], [-0.157, 0.024, -0.250], [1.239, 0.329, -0.271], [0.027, 0.046, 0.037], [-0.018, 0.002, 0.049], [-0.008, 0.027, -0.065], [0.013, 0.023, -0.034], [-0.015, -0.002, 0.033], [0.002, -0.001, 0.059], [-0.025, 0.025, -0.055], [0.017, -0.030, -0.061], [0.037, 0.050, 0.011], [0.053, -0.005, 0.027], [-0.031, -0.042, 0.037], [0.001, 0.017, -0.001], [0.002, 0.041, -0.039], [0.006, 0.040, 0.006], [0.042, 0.006, 0.034], [0.050, -0.012, 0.043], [-0.103, 0.076, 0.047], [0.111, -0.071, -0.039], [-0.157, 0.217, -0.019], [0.320, -0.044, 0.021], [-0.232, 0.016, -0.006], [0.023, 0.010, -0.009], [0.007, -0.042, 0.012], [0.028, 0.007, -0.018], [-0.034, 0.028, 0.009], [0.095, 0.034, -0.031], [0.093, -0.174, 0.436], [0.085, -0.040, -0.074], [0.015, 0.036, 0.019], [0.002, -0.001, -0.005], [-0.023, 0.018, 0.003], [-0.021, 0.031, 0.006], [-0.001, 0.010, 0.014], [-0.027, -0.021, -0.004], [-0.018, -0.012, -0.027], [0.002, 0.013, -0.024], [-0.024, 0.007, 0.020], [-0.026, -0.014, 0.026], [-0.018, 0.037, -0.026], [-0.097, -0.058, -0.157], [0.082, 0.031, -0.030], [-0.049, 0.048, 0.015], [0.088, -0.061, 0.525], [0.005, 0.007, 0.009], [0.025, -0.011, 0.027], [-0.001, -0.004, -0.001], [-0.029, -0.002, 0.004], [-0.010, -0.001, 0.020], [-0.031, -0.025, 0.025], [0.041, 0.002, 0.009], [-0.002, -0.009, -0.018], [-0.014, -0.026, 0.019], [-0.052, 0.012, -0.041]],
  "lowdin_spin": [0.874, 0.000, 0.001, 0.008, 0.001, -0.001, 0.019, 0.000, 0.001, 0.002, 0.001, 0.000, 0.014, 0.000, 0.000, 0.000, 0.000, 0.000, 0.000, -0.001, 0.000, 0.000, 0.000, 0.000, 0.000, 0.000, 0.000, 0.001, 0.000, 0.012, 0.010, 0.034, 0.000, 0.001, 0.004, 0.000, 0.000, 0.000, 0.012, 0.009, -0.004, -0.001, 0.001, 0.000, 0.000, -0.001, 0.000, 0.000, 0.000, 0.000, 0.000, 0.000, 0.000, 0.000, 0.000, 0.002, 0.000, 0.000, 0.000, 0.000, 0.000, 0.000, 0.000, 0.000, 0.000, 0.001]
}

(2)
{
  "formula": "C18H39BeCaClFNO13S2",
  "method": "ωB97M-V/def2-TZVPD",
  "total_charge": -2,
  "homo_ev": -1.595,
  "spin_multiplicity": 1,
  "e_lumo_ha": 0.0474,
  "species": ["C", "C", "C", "C", "O", "C", "O", "C", "S", "O", "O", "C", "N", "H", "H", "H", "H", "H", "H", "H", "H", "H", "H", "H", "H", "C", "C", "C", "O", "H", "H", "H", "H", "H", "H", "H", "Be", "C", "C", "O", "H", "H", "H", "H", "H", "Cl", "O", "H", "C", "C", "C", "O", "C", "H", "H", "H", "H", "H", "H", "H", "H", "Ca", "F", "C", "C", "O", "H", "H", "H", "H", "H", "H", "O", "S", "O", "O", "O"],
  "positions_angstrom": [[4.737, -0.218, 1.478], [3.708, -0.327, 0.816], [2.283, -0.460, 0.150], [1.976, 0.694, -0.902], [0.617, 0.730, -1.391], [-0.031, -0.543, -1.336], [-0.905, -0.593, -2.499], [-1.025, -0.656, -0.077], [-2.448, 0.507, -0.350], [-3.428, 0.278, 0.783], [-2.028, 1.930, -0.287], [0.929, -1.810, -1.471], [2.165, -1.763, -0.624], [5.454, -0.031, 2.331], [1.535, -0.542, 1.002], [2.215, 1.711, -0.466], [2.646, 0.496, -1.820], [-0.737, 0.250, -3.003], [-1.419, -1.709, 0.065], [-0.548, -0.293, 0.908], [-3.149, 0.240, -1.518], [1.151, -2.024, -2.569], [0.323, -2.709, -1.106], [2.968, -1.741, -1.283], [2.315, -2.598, -0.032], [-1.220, 3.150, -5.900], [-1.835, 1.878, -5.285], [-3.370, 2.006, -5.300], [-1.424, 1.792, -4.000], [-1.496, 4.053, -5.347], [-0.127, 3.091, -5.927], [-1.566, 3.282, -6.936], [-1.594, 1.051, -5.990], [-3.719, 2.872, -4.727], [-3.848, 1.112, -4.886], [-3.736, 2.126, -6.330], [0.448, 0.481, -5.186], [-1.320, -0.620, 4.579], [-0.539, -1.764, 3.880], [-0.274, -1.371, 2.637], [-2.270, -0.416, 4.057], [-1.562, -0.901, 5.612], [-0.733, 0.305, 4.620], [-1.166, -2.666, 4.019], [0.308, -1.983, 4.543], [1.720, -3.222, 3.338], [-3.611, 3.068, 2.134], [-3.716, 2.427, 1.430], [2.614, -7.103, -1.092], [1.268, -6.568, -1.532], [1.088, -5.376, -0.610], [2.400, -4.875, -0.320], [3.370, -5.828, -0.768], [3.113, -7.714, -1.846], [2.495, -7.707, -0.186], [1.326, -6.230, -2.572], [0.458, -7.294, -1.454], [0.626, -5.672, 0.337], [0.483, -4.586, -1.060], [3.857, -5.418, -1.661], [4.127, -5.973, 0.005], [-3.626, 1.698, 3.837], [-0.194, 0.981, 1.835], [-2.979, 6.871, 3.237], [-1.549, 6.737, 2.746], [-1.170, 5.374, 2.706], [-3.083, 6.435, 4.235], [-3.283, 7.922, 3.278], [-3.666, 6.332, 2.579], [-0.864, 7.259, 3.417], [-1.440, 7.163, 1.742], [-1.776, 4.918, 2.102], [3.662, 0.849, 3.987], [2.796, 2.034, 3.824], [2.810, 2.468, 2.412], [3.279, 3.124, 4.689], [1.411, 1.677, 4.208]],
  "forces_ev_per_a": [[-1.527, 0.171, 0.162], [-0.316, -0.289, -0.149], [0.951, 1.111, 1.650], [0.709, 0.033, -0.120], [0.663, -1.829, 0.922], [-1.726, 0.245, -0.603], [1.385, 0.141, 1.112], [0.490, -0.426, -1.083], [0.078, 3.231, 3.800], [0.689, -0.875, -1.566], [-0.496, -2.955, -1.488], [-1.891, -1.106, -0.213], [1.500, 0.466, -0.858], [-1.221, -0.353, -1.711], [0.741, 0.541, -0.813], [-0.327, -1.376, -0.311], [-0.606, 0.342, 1.219], [-0.644, 0.038, -0.103], [0.206, 1.264, -0.417], [-0.740, 0.405, -0.806], [0.803, -0.105, 0.501], [-0.012, 0.701, 1.526], [0.792, 1.470, -0.499], [-0.451, -0.168, 0.564], [-0.352, 0.262, 0.086], [-0.163, 0.070, -0.873], [-0.919, 1.908, 0.677], [-0.352, -0.184, -0.740], [1.603, -1.833, 0.123], [-0.023, -0.259, 0.198], [-0.068, -0.081, 0.119], [0.060, 0.064, -0.086], [0.198, -0.437, -0.009], [0.292, -0.059, 0.083], [0.175, 0.027, 0.057], [-0.102, -0.010, -0.025], [-0.349, 0.324, 0.417], [-0.211, 0.929, 0.796], [-0.840, 0.668, 1.592], [0.837, -0.640, -0.467], [-0.268, -0.196, -0.363], [-0.024, -0.173, -0.033], [0.195, -0.144, -0.349], [-0.297, -0.081, -0.627], [0.106, 0.614, -0.256], [0.609, -0.741, -0.858], [-0.775, -0.869, 2.667], [0.341, -0.062, -0.797], [0.091, -0.327, 0.231], [-0.155, 0.080, -0.414], [-0.197, 0.001, 0.452], [-0.065, -0.138, -0.379], [0.231, 0.314, -0.027], [0.006, 0.060, 0.030], [0.043, 0.036, -0.049], [-0.039, -0.035, 0.039], [0.023, 0.070, 0.028], [-0.041, 0.074, -0.023], [0.088, -0.129, 0.065], [0.078, -0.096, -0.017], [-0.086, 0.138, 0.030], [1.723, 0.929, -2.804], [-0.325, -0.486, 0.577], [-0.189, 0.186, 0.012], [-0.155, -0.612, -0.178], [-0.105, 0.244, 0.131], [0.096, 0.070, -0.009], [-0.066, -0.010, 0.022], [0.060, 0.053, -0.035], [0.061, -0.131, -0.049], [-0.052, 0.250, 0.047], [0.195, -0.256, 0.105], [-0.205, -0.304, -0.014], [1.417, 0.886, 0.363], [-0.326, -0.235, 0.005], [-0.176, -0.004, -0.071], [-0.650, -0.403, -0.113]],
  "lowdin_charge": [0.093, -0.050, -0.182, -0.082, -0.069, -0.487, -0.120, -0.152, 0.777, -0.493, -0.352, -0.020, 0.083, 0.070, 0.151, 0.159, 0.139, 0.017, 0.117, 0.037, 0.087, 0.149, 0.120, 0.173, 0.148, -0.122, -0.777, -0.098, -0.328, 0.070, 0.028, 0.056, 0.034, 0.069, 0.059, 0.054, 0.267, -0.106, -0.564, -0.147, -0.007, 0.063, 0.059, 0.093, 0.001, -0.254, -0.572, -0.130, -0.181, -0.175, -0.194, -0.165, -0.197, 0.109, 0.116, 0.115, 0.112, 0.128, 0.094, 0.116, 0.122, 1.518, -0.396, -0.109, -0.335, -0.069, 0.064, 0.060, 0.068, 0.108, 0.106, 0.070, -0.359, 0.202, -0.308, -0.404, -0.276]
}

(3)
{
  "formula": "C18H39ClN4O3PS",
  "method": "ωB97M-V/def2-TZVPD",
  "total_charge": 1,
  "homo_ev": -9.189,
  "spin_multiplicity": 1,
  "e_lumo_ha": -0.0892,
  "species": ["C", "C", "C", "C", "C", "C", "N", "N", "C", "N", "C", "C", "C", "C", "C", "O", "Cl", "N", "P", "C", "C", "H", "H", "H", "H", "H", "H", "H", "H", "H", "H", "H", "H", "H", "H", "H", "H", "H", "H", "H", "H", "H", "H", "H", "H", "H", "H", "H", "H", "H", "H", "H", "C", "C", "C", "S", "O", "O", "C", "H", "H", "H", "H", "H", "H", "H", "H"],
  "positions_angstrom": [[5.452, -1.596, 1.831], [4.536, -1.478, 0.595], [3.165, -2.201, 0.796], [2.357, -1.737, 2.030], [1.489, -0.457, 1.895], [2.171, 0.695, 1.078], [2.015, 0.596, -0.337], [1.413, 1.947, 1.494], [1.905, 3.197, 0.791], [3.333, 3.217, 0.591], [4.018, 4.381, 1.222], [-0.042, 1.807, 1.109], [-0.699, 0.554, 1.751], [-2.195, 0.408, 1.376], [-2.988, 1.221, 2.439], [-3.254, 0.720, 3.433], [-3.452, 2.924, 2.141], [0.076, -0.675, 1.557], [-0.327, -1.638, 0.179], [0.067, -3.418, 0.196], [-0.629, -0.839, -1.439], [5.376, -2.609, 2.265], [6.515, -1.453, 1.596], [5.138, -0.918, 2.642], [4.434, -0.454, 0.210], [5.034, -2.052, -0.208], [2.586, -2.249, -0.139], [3.452, -3.249, 0.998], [3.025, -1.586, 2.891], [1.670, -2.537, 2.348], [1.459, -0.034, 2.929], [3.206, 0.777, 1.438], [2.709, 1.124, -0.857], [2.009, -0.358, -0.679], [1.420, 2.074, 2.508], [1.429, 3.291, -0.195], [1.544, 4.064, 1.369], [3.544, 3.250, -0.400], [3.970, 5.235, 0.527], [3.541, 4.591, 2.185], [5.083, 4.134, 1.334], [-0.206, 1.887, 0.031], [-0.531, 2.690, 1.562], [-0.687, 0.755, 2.846], [-2.450, 0.832, 0.394], [-2.509, -0.630, 1.516], [-0.798, -3.965, -0.211], [0.936, -3.752, -0.398], [0.215, -3.824, 1.207], [-1.184, -1.517, -2.095], [0.236, -0.483, -2.028], [-1.292, 0.023, -1.297], [-6.167, -0.021, -2.843], [-6.156, -0.950, -4.063], [-4.695, -1.126, -4.494], [-3.708, -0.910, -3.013], [-2.903, 0.280, -3.162], [-3.134, -2.179, -2.634], [-5.072, -0.539, -1.918], [-7.138, -0.014, -2.348], [-5.940, 1.002, -3.156], [-6.577, -1.919, -3.785], [-6.761, -0.554, -4.878], [-4.510, -2.115, -4.906], [-4.394, -0.363, -5.211], [-4.758, 0.188, -1.171], [-5.371, -1.469, -1.434]],
  "forces_ev_per_a": [[-0.422, -0.104, 0.314], [0.055, -0.967, -0.363], [0.881, -0.179, 0.588], [-0.591, 0.067, -0.402], [0.311, 0.781, 0.689], [-0.211, -1.096, 0.594], [0.287, 0.180, -0.178], [-0.748, 0.172, -1.355], [0.691, 1.121, -0.756], [-0.226, 0.496, 0.608], [0.236, -0.478, -0.781], [-1.306, 0.323, 0.825], [0.210, -0.017, 0.481], [-0.228, 1.733, 0.288], [1.187, 0.061, -3.005], [-1.174, -1.203, 3.613], [0.230, -0.012, -0.424], [1.360, -0.241, -1.098], [-2.664, -0.366, 0.145], [0.540, -0.828, -0.255], [1.251, 0.501, -0.613], [-0.021, 0.281, -0.280], [-0.370, 0.255, 0.025], [0.344, -0.052, -0.319], [0.097, -0.179, 0.289], [-0.177, 0.376, 0.124], [0.045, 0.233, 0.346], [-0.236, 0.310, -0.092], [-0.045, -0.038, -0.415], [0.191, 0.288, -0.131], [0.029, -0.205, -0.345], [-0.319, 0.382, -0.078], [0.040, -0.175, 0.191], [-0.149, 0.106, 0.192], [0.392, -0.105, -0.116], [-0.286, -0.604, 0.492], [0.157, -0.433, 0.040], [-0.094, -0.207, 0.153], [-0.132, 0.048, 0.611], [0.345, 0.105, -0.209], [-0.379, 0.102, 0.297], [0.564, -0.333, 0.185], [0.109, -0.300, -0.246], [0.167, -0.230, -0.319], [0.272, -0.534, 0.044], [0.115, 0.244, -0.275], [0.166, 0.425, 0.112], [-0.154, 0.358, 0.234], [-0.147, 0.477, -0.180], [0.164, -0.151, 0.576], [-0.186, -0.086, 0.259], [0.226, -0.291, 0.073], [0.016, 0.054, -0.123], [-0.074, -0.033, 0.084], [-0.328, -0.035, -0.319], [-0.714, -0.134, -0.136], [0.181, -0.121, 0.089], [0.241, 0.130, -0.043], [-0.325, 0.140, 0.127], [0.036, 0.008, 0.004], [-0.004, -0.011, 0.052], [0.022, 0.025, -0.001], [0.036, -0.023, 0.008], [0.181, 0.048, 0.054], [0.105, 0.009, 0.097], [0.141, -0.056, -0.029], [0.090, -0.011, -0.019]],
  "nbo_charge": [-0.619, -0.407, -0.419, -0.420, -0.034, 0.100, -0.874, -0.379, -0.061, -0.644, -0.413, -0.254, -0.029, -0.521, 0.567, -0.473, -0.091, -0.697, 0.801, -0.910, -0.930, 0.212, 0.229, 0.194, 0.185, 0.217, 0.207, 0.226, 0.227, 0.237, 0.184, 0.231, 0.380, 0.411, 0.433, 0.224, 0.215, 0.376, 0.196, 0.200, 0.221, 0.254, 0.232, 0.202, 0.233, 0.296, 0.262, 0.218, 0.256, 0.293, 0.202, 0.239, -0.407, -0.401, -0.677, 2.168, -0.954, -0.947, -0.673, 0.234, 0.217, 0.214, 0.234, 0.259, 0.252, 0.247, 0.246]
}

| no. | largest force on an atom (eV/Å) | DFT total energy (hartree) |
| --- | --- | --- |
| 1 | 2.71 | -3751.35561 |
| 2 | 4.99 | -3790.32469 |
| 3 | 3.98 | -2353.41928 |